Entry 1:
Computed, not measured: an isolated molecule of H3OPS in a non-equilibrium geometry, with the ωB97M-V functional and the def2-TZVPD basis.

HOMO energy = -9.11 eV
Lowest unoccupied orbital energy = 0.007 Ha
SMILES = O[PH2]=S
Energy above the lowest of the compared OMol25 structures with the same formula, charge and spin = 12.7 kJ/mol
Frontier orbital gap = 9.3 eV
Energy = -22220.2059 eV
Multiplicity = 1

Positions of all 6 atoms, in Å:
S 2.44 0.16 -0.11
H 0.11 -1.07 -0.73
H -0.65 0.98 -1.08
O -0.62 0.96 -0.01
P 0.53 -0.12 0.17
H 0.14 -0.76 1.36

Let us look at the Löwdin charges, expressed in e, one per atom: 0.109, -0.043, 0.145, -0.360, 0.161, -0.012

=====

Entry 2:
Computed, not measured: a cluster of 2 separate species, H3OPSi in total in a non-equilibrium geometry, with the ωB97M-V functional and the def2-TZVPD basis.

HOMO energy = -7.88 eV
Lowest unoccupied orbital energy = -0.052 Ha
Energy above the lowest of the compared OMol25 structures with the same formula, charge and spin = 212.5 kJ/mol
Frontier orbital gap = 6.5 eV
Energy = -19259.4379 eV
Multiplicity = 1

Positions of all 6 atoms, in Å:
H -1.07 0.20 1.43
O 2.96 -0.18 -0.74
P 2.26 -0.04 0.53
Si -0.90 0.01 0.03
H -1.71 -1.21 -0.60
H -1.55 1.23 -0.67

Let us look at the Löwdin charges, expressed in e, one per atom: -0.230, -0.633, 0.729, 0.435, -0.138, -0.162

=====

Entry 3:
Computed, not measured: a cluster of 2 separate species, H3OS in total, with the ωB97M-V functional and the def2-TZVPD basis.

HOMO energy = -2.81 eV
Lowest unoccupied orbital energy = 0.173 Ha
Energy above the lowest of the compared OMol25 structures with the same formula, charge and spin = 4.1 kJ/mol
Frontier orbital gap = 7.5 eV
Charge = -1
Energy = -12932.6711 eV
Multiplicity = 1

Positions of all 5 atoms, in Å:
H 1.79 -0.81 -0.24
H -0.78 0.52 1.65
S -1.09 0.04 0.42
H 1.11 0.43 -0.61
O 1.88 -0.10 -0.89

Let us look at the Löwdin charges, expressed in e, one per atom: -0.010, -0.464, -0.251, -0.097, -0.178

=====

Entry 4:
Computed, not measured: a cluster of 2 separate species, H3OS2 in total in a non-equilibrium geometry, with the ωB97M-V functional and the def2-TZVPD basis.

HOMO energy (alpha / beta) = 3.38 / 0.53 eV
Lowest unoccupied orbital energy (alpha / beta) = 0.214 / 0.218 Ha
Energy above the lowest of the compared OMol25 structures with the same formula, charge and spin = 34.1 kJ/mol
Frontier orbital gap (alpha / beta) = 2.4 / 5.4 eV
Charge = -2
Energy = -23764.0912 eV
Multiplicity = 2

Positions of all 6 atoms, in Å:
O -1.03 -1.48 -0.64
S -0.26 1.37 1.15
H 1.87 0.38 0.67
S 1.52 1.59 0.13
H -0.48 -0.88 -0.07
H -1.61 -0.98 -1.23

Let us look at the Löwdin charges, expressed in e, one per atom: -0.188, -0.653, -0.261, -0.853, -0.053, 0.009

=====

Entry 5:
Computed, not measured: an isolated molecule of H3PSSi in a non-equilibrium geometry, with the ωB97M-V functional and the def2-TZVPD basis.

HOMO energy = -8.45 eV
Lowest unoccupied orbital energy = -0.061 Ha
SMILES = [SiH3]P=S
Energy above the lowest of the compared OMol25 structures with the same formula, charge and spin = 0.0 kJ/mol
Frontier orbital gap = 6.8 eV
Energy = -28048.8968 eV
Multiplicity = 1

Positions of all 6 atoms, in Å:
S -3.62 -0.23 0.63
Si -0.36 0.28 0.16
H -0.65 -0.38 1.43
H 0.08 -0.74 -0.80
H 0.68 1.26 0.28
P -2.45 0.40 -0.82

Let us look at the Löwdin charges, expressed in e, one per atom: -0.024, 0.326, -0.130, -0.128, -0.141, 0.097

=====

Entry 6:
Computed, not measured: a cluster of 20 separate species, H40O20 in total in a non-equilibrium geometry, with the ωB97M-V functional and the def2-TZVPD basis.

HOMO energy = -10.88 eV
Lowest unoccupied orbital energy = -0.014 Ha
Energy above the lowest of the compared OMol25 structures with the same formula, charge and spin = 401.2 kJ/mol
Frontier orbital gap = 10.5 eV
Energy = -41598.8663 eV
Multiplicity = 1

Positions of all 60 atoms, in Å:
H 1.28 0.29 4.25
H 5.74 0.53 0.34
H 0.55 4.02 -4.14
H 5.34 -1.21 0.42
H 4.44 3.92 1.18
H 5.24 1.67 -0.32
H -0.84 -2.38 0.92
H -1.28 0.86 -2.69
H 0.46 0.03 1.52
H 1.62 -2.47 -4.09
H 3.03 -1.98 -3.84
H 0.12 0.86 -2.05
O 1.06 -0.69 1.79
O 0.22 4.21 -3.25
O -3.33 0.35 -1.23
H 1.30 -2.76 -1.29
H -5.49 3.00 -0.98
H -1.70 0.37 1.10
O 0.36 -2.70 -1.47
H 0.27 -2.00 -2.11
H -0.65 -4.64 -4.17
H -1.44 1.86 5.08
H -0.63 -3.96 0.63
O 2.56 -3.58 1.87
O 3.75 3.27 1.33
H 0.88 1.67 3.90
O 2.45 -2.76 -3.72
O -0.90 -3.28 1.25
O -2.68 3.02 -0.67
O 1.08 1.13 4.67
H -2.27 0.54 5.28
H 4.83 -2.26 -0.63
H 0.64 -1.36 1.22
O -0.63 1.43 -2.27
H 1.14 0.33 -0.95
H -2.32 3.55 0.06
H 2.52 -0.48 -1.26
O -2.33 1.82 2.32
H -1.92 2.67 -1.14
H -5.00 3.74 0.11
H -2.94 2.55 2.23
H 2.94 -2.86 1.35
O -5.41 2.88 -0.02
H 2.94 3.68 1.03
O -3.58 -2.54 0.15
O -2.31 1.45 4.99
H -4.06 1.00 -1.24
H -4.52 -2.69 0.25
O 1.80 0.06 -1.59
O 5.28 -2.15 0.21
H -3.25 -2.23 1.01
O -1.62 -0.49 0.71
O 5.04 0.71 -0.31
O -1.00 -3.74 -4.27
H -2.39 -0.77 0.15
H -2.84 0.75 -0.51
H -1.36 -3.69 -3.38
H -2.28 1.47 3.24
H 0.47 3.43 -2.74
H 1.60 -3.43 1.78

Let us look at the Löwdin charges, expressed in e, one per atom: 0.029, 0.040, 0.032, 0.001, 0.035, 0.050, -0.030, 0.055, 0.028, 0.023, 0.043, -0.004, -0.054, -0.064, -0.057, 0.028, 0.044, 0.002, -0.042, 0.021, 0.049, 0.047, 0.042, -0.063, -0.046, 0.030, -0.053, -0.047, -0.056, -0.054, 0.065, 0.029, -0.005, -0.030, 0.027, 0.053, 0.044, -0.062, 0.006, 0.026, 0.036, 0.007, -0.064, 0.030, -0.051, -0.032, 0.040, 0.043, -0.042, -0.039, 0.029, -0.075, -0.067, -0.063, 0.036, -0.009, 0.024, 0.006, 0.003, 0.007